Here is a cluster of 14 separate species, C18H64N6O14 in total in a non-equilibrium geometry from the Open Molecules 2025 dataset. Energies are from ωB97M-V with the def2-TZVPD basis set.

ORCA input file:
```
! RIJCOSX wB97M-V def2-TZVPD def2/J DEFGRID3
* xyz 0 1
C 2.20 4.12 2.82
C 1.54 2.93 2.20
O 0.24 2.88 2.70
H 2.38 3.99 3.91
H 1.62 5.03 2.55
H 3.14 4.25 2.40
H 2.12 1.98 2.29
H 1.57 3.10 1.13
H 0.25 2.21 3.31
C -0.18 0.39 0.72
C 0.00 -0.27 -0.57
O 0.48 0.65 -1.51
H -0.38 1.49 0.64
H 0.73 0.32 1.35
H -1.09 0.09 1.16
H -0.96 -0.69 -0.98
H 0.68 -1.07 -0.34
H 0.87 0.18 -2.21
C -2.91 4.08 1.28
C -4.31 3.54 1.69
O -5.24 3.57 0.59
H -2.72 3.73 0.24
H -2.08 3.58 1.78
H -2.86 5.15 1.00
H -4.78 4.14 2.40
H -4.29 2.51 1.99
H -5.20 4.49 0.34
C -0.13 4.89 -0.25
C -0.05 4.12 -1.52
O -1.07 3.17 -1.68
H -0.31 4.13 0.57
H -0.90 5.62 -0.12
H 0.72 5.53 0.02
H 0.85 3.53 -1.74
H 0.01 4.89 -2.37
H -0.67 2.27 -1.55
C 1.56 -1.73 -4.01
O 2.31 -0.86 -3.18
N 0.47 -1.39 -4.65
N 1.84 -2.97 -4.05
H 0.29 -0.38 -4.74
H -0.03 -2.04 -5.18
H 2.63 -3.36 -3.48
H 1.64 -3.57 -4.81
C 4.44 -2.55 2.00
O 5.86 -2.32 1.91
N 3.53 -1.69 1.65
N 3.90 -3.66 2.30
H 3.81 -0.83 1.16
H 2.49 -1.86 1.79
H 4.35 -4.53 2.35
H 2.91 -3.67 2.49
C 3.78 -3.73 -1.40
O 4.09 -3.92 -2.69
N 3.79 -4.56 -0.40
N 3.28 -2.59 -0.97
H 4.28 -5.50 -0.54
H 3.86 -4.27 0.57
H 3.12 -1.83 -1.64
H 3.22 -2.36 0.02
C -2.59 1.15 3.50
O -3.59 0.53 4.28
H -2.89 0.95 2.48
H -1.59 0.81 3.67
H -2.59 2.24 3.64
H -3.85 1.29 4.82
C 0.80 -3.34 1.76
O 0.90 -2.21 2.53
H -0.13 -3.36 1.36
H 1.04 -4.14 2.38
H 1.47 -3.23 0.91
H 0.20 -2.21 3.27
C -3.16 1.32 -0.70
O -4.40 0.99 -0.14
H -2.34 1.32 0.03
H -3.27 2.33 -1.17
H -2.80 0.70 -1.52
H -4.24 0.17 0.38
C -2.93 -1.98 0.45
O -3.47 -1.01 1.34
H -2.85 -1.61 -0.55
H -3.50 -2.89 0.48
H -1.98 -2.34 0.72
H -3.26 -1.19 2.29
C -0.22 -3.67 -1.36
O -0.57 -3.73 -2.73
H 0.88 -3.63 -1.24
H -0.53 -4.50 -0.74
H -0.70 -2.84 -0.82
H 0.17 -3.25 -3.15
C -2.74 -1.21 -3.49
O -4.14 -1.24 -3.31
H -2.12 -1.84 -2.76
H -2.36 -0.19 -3.26
H -2.50 -1.61 -4.51
H -4.44 -2.04 -3.88
C 3.56 1.35 -0.74
O 2.74 0.73 0.16
H 4.28 1.84 -0.16
H 2.92 2.05 -1.36
H 4.13 0.63 -1.35
H 1.92 0.50 -0.31
*
```

Summary:
Frontier orbital gap: 8.7 eV
E_LUMO: -0.439 eV
E: -2105.81781 hartree
Energy above the lowest of the compared OMol25 structures with the same formula, charge and spin: 2.827 eV
E_HOMO: -9.135 eV

=====

Here is a cluster of 14 separate species, C18H64N8O14 in total in a non-equilibrium geometry from the Open Molecules 2025 dataset. Energies are from ωB97M-V with the def2-TZVPD basis set.

ORCA input file:
```
! RIJCOSX wB97M-V def2-TZVPD def2/J DEFGRID3
* xyz 0 1
C -0.56 -3.01 0.53
C -1.41 -4.20 1.11
O -2.60 -4.27 0.34
H 0.42 -3.07 0.83
H -0.75 -2.04 0.94
H -0.65 -2.96 -0.59
H -1.69 -3.90 2.13
H -0.95 -5.19 1.14
H -2.52 -4.98 -0.27
C -1.02 -2.14 -3.31
C -2.42 -2.17 -2.60
O -3.47 -2.05 -3.56
H -0.80 -2.93 -4.01
H -0.15 -2.05 -2.63
H -0.95 -1.33 -3.98
H -2.50 -1.47 -1.79
H -2.43 -3.14 -2.05
H -4.23 -2.05 -2.99
C -3.52 1.28 -2.35
C -2.02 1.27 -2.47
O -1.57 2.61 -2.27
H -3.89 2.09 -2.95
H -3.72 1.56 -1.39
H -4.07 0.33 -2.63
H -1.56 0.90 -3.40
H -1.66 0.54 -1.70
H -1.51 2.70 -1.30
C 1.99 2.56 -2.61
C 1.38 2.69 -3.91
O 0.89 4.04 -4.07
H 1.29 1.97 -1.93
H 2.05 3.53 -2.08
H 3.00 2.11 -2.60
H 0.51 1.95 -3.94
H 2.10 2.39 -4.63
H 0.76 4.17 -4.98
C 4.39 -1.52 0.18
O 4.49 -0.41 -0.65
N 5.04 -2.60 -0.15
N 3.82 -1.64 1.38
H 5.49 -2.62 -1.07
H 5.28 -3.44 0.40
H 3.06 -0.97 1.71
H 3.77 -2.60 1.92
C 1.65 -0.97 3.53
O 0.56 -1.79 3.19
N 2.10 -0.11 2.70
N 2.40 -1.15 4.55
H 1.36 0.12 2.01
H 2.90 0.48 2.98
H 2.02 -1.88 5.24
H 3.16 -0.45 4.87
C -3.03 3.22 1.14
O -1.89 2.81 0.34
N -3.97 4.05 0.73
N -3.38 2.65 2.27
H -4.00 4.52 -0.19
H -4.74 4.41 1.35
H -2.58 2.08 2.70
H -4.25 2.97 2.66
C -3.25 -0.57 0.96
O -2.04 -0.13 0.53
N -3.63 -1.82 0.82
N -4.17 0.21 1.37
H -2.90 -2.51 0.64
H -4.50 -2.11 1.29
H -3.83 1.12 1.56
H -5.09 -0.16 1.84
C 2.86 2.94 0.31
O 3.47 3.49 1.51
H 2.63 1.89 0.43
H 3.44 3.17 -0.61
H 1.88 3.51 0.22
H 2.76 4.01 1.96
C 1.84 -3.99 -1.03
O 2.83 -4.38 -1.87
H 1.07 -4.71 -0.83
H 1.45 -3.05 -1.40
H 2.34 -3.89 -0.11
H 3.52 -3.75 -1.77
C 1.03 -0.29 -0.16
O 0.44 0.56 0.79
H 1.92 0.14 -0.58
H 0.39 -0.34 -1.04
H 1.30 -1.23 0.21
H -0.48 0.36 0.77
C 0.76 3.62 3.35
O 1.34 4.76 2.72
H 1.64 2.99 3.62
H 0.28 2.95 2.58
H 0.00 3.87 4.04
H 0.90 5.55 3.17
C 2.49 -0.58 -3.20
O 2.17 -1.45 -4.23
H 2.87 -1.07 -2.29
H 1.57 -0.03 -3.01
H 3.23 0.06 -3.54
H 2.42 -2.33 -4.17
C -2.04 0.24 3.97
O -1.29 1.36 3.61
H -3.13 0.31 3.91
H -1.81 -0.23 4.93
H -1.73 -0.57 3.22
H -0.40 1.16 3.69
*
```

Summary:
Frontier orbital gap: 8.5 eV
E_LUMO: -0.043 eV
E: -2215.33403 hartree
Energy above the lowest of the compared OMol25 structures with the same formula, charge and spin: 2.338 eV
E_HOMO: -8.576 eV

=====

Here is a cluster of 13 separate species, C18H65N27O18P2S in total in a non-equilibrium geometry from the Open Molecules 2025 dataset. Energies are from ωB97M-V with the def2-TZVPD basis set.

ORCA input file:
```
! RIJCOSX wB97M-V def2-TZVPD def2/J DEFGRID3
* xyz 0 1
C 4.08 -2.85 1.69
C 3.36 -3.40 0.47
O 4.30 -3.86 -0.50
C 2.39 -2.40 -0.20
N 1.88 -1.37 0.70
C 0.91 -0.50 0.08
C -0.36 -1.21 -0.43
O -1.47 -0.39 -0.01
O -2.60 -0.89 -0.79
C -3.71 -0.39 -0.17
O -3.94 0.77 -0.04
N -4.61 -1.41 0.26
P -4.69 -1.56 2.00
N -6.03 -1.16 2.66
P -4.58 -2.88 -0.59
O -5.97 -3.49 -0.06
O -4.87 -2.33 -2.06
S -3.09 -4.07 -0.39
H 4.69 -3.66 2.11
H 4.75 -2.05 1.39
H 3.40 -2.51 2.48
H 2.78 -4.28 0.76
H 4.93 -3.14 -0.64
H 2.92 -1.91 -1.01
H 1.58 -3.00 -0.65
H 1.55 -1.74 1.58
H 0.61 0.26 0.81
H 1.38 0.04 -0.74
H -0.47 -2.22 -0.02
H -0.39 -1.29 -1.52
H -4.26 -2.88 2.21
H -3.61 -0.72 2.29
H -6.51 -1.93 3.10
H -5.87 -4.45 -0.03
H -5.57 -2.83 -2.51
C 3.47 2.31 -1.83
O 2.93 1.91 -0.81
N 2.85 3.12 -2.74
N 4.76 1.96 -2.15
H 3.30 3.46 -3.57
H 1.91 3.40 -2.54
H 5.22 1.33 -1.52
H 5.21 2.26 -2.99
C 5.04 5.31 -5.24
O 3.95 4.76 -5.19
N 5.24 6.57 -4.79
N 6.14 4.68 -5.76
H 6.10 7.09 -4.87
H 4.44 7.07 -4.46
H 6.01 3.76 -6.14
H 7.04 5.12 -5.83
C -1.52 1.14 4.09
O -0.97 0.09 4.38
N -2.11 1.95 5.02
N -1.60 1.61 2.81
H -2.57 2.81 4.76
H -2.08 1.65 5.97
H -1.18 1.05 2.09
H -2.06 2.47 2.57
C 1.23 -6.56 -1.25
O 0.88 -5.48 -1.70
N 0.35 -7.56 -0.94
N 2.53 -6.89 -1.00
H 0.66 -8.45 -0.58
H -0.62 -7.39 -1.10
H 3.23 -6.19 -1.20
H 2.79 -7.79 -0.63
C -4.85 4.02 2.31
O -3.89 3.98 3.08
N -5.54 5.17 2.07
N -5.27 2.94 1.62
H -6.31 5.23 1.43
H -5.24 5.99 2.55
H -4.80 2.06 1.74
H -6.04 2.97 0.98
C -3.68 1.72 -4.19
O -4.38 2.45 -4.88
N -2.70 0.93 -4.73
N -3.82 1.63 -2.84
H -2.13 0.32 -4.17
H -2.57 0.97 -5.72
H -4.52 2.20 -2.40
H -3.24 1.05 -2.26
C -7.73 7.21 -0.62
O -7.20 6.16 -0.27
N -8.24 8.09 0.29
N -7.83 7.58 -1.93
H -8.67 8.97 0.04
H -8.20 7.84 1.26
H -7.45 6.94 -2.61
H -8.26 8.43 -2.23
C 7.45 -1.64 -0.29
O 6.23 -1.64 -0.26
N 8.15 -2.26 -1.28
N 8.20 -1.02 0.68
H 9.16 -2.29 -1.31
H 7.63 -2.74 -1.99
H 7.70 -0.56 1.42
H 9.20 -1.01 0.68
C 2.58 -10.63 0.85
O 2.37 -9.70 0.07
N 1.63 -11.11 1.68
N 3.80 -11.23 0.92
H 1.78 -11.87 2.33
H 0.73 -10.68 1.66
H 4.52 -10.89 0.31
H 3.99 -11.99 1.54
C 0.38 -13.77 4.49
O 1.00 -13.12 3.66
N 0.88 -14.01 5.74
N -0.84 -14.30 4.22
H 0.39 -14.54 6.43
H 1.77 -13.62 5.96
H -1.23 -14.14 3.31
H -1.37 -14.84 4.89
C -6.48 10.15 2.96
O -7.70 10.29 2.91
N -5.81 9.51 1.96
N -5.73 10.61 4.00
H -4.82 9.36 1.95
H -6.37 9.18 1.20
H -6.21 11.07 4.75
H -4.74 10.49 4.05
C 6.27 9.72 -3.36
O 6.04 9.28 -4.48
N 6.40 8.90 -2.27
N 6.39 11.05 -3.12
H 6.57 9.25 -1.35
H 6.28 7.92 -2.41
H 6.29 11.67 -3.91
H 6.57 11.43 -2.21
*
```

Summary:
Frontier orbital gap: 7.9 eV
E_LUMO: 0.341 eV
E: -4639.00116 hartree
E_HOMO: -7.559 eV

=====

Here is a structure of composition C18H6Cl7F3NPbS2 from the Open Molecules 2025 dataset. Energies are from ωB97M-V with the def2-TZVPD basis set.

ORCA input file:
```
! RIJCOSX wB97M-V def2-TZVPD def2/J DEFGRID3
* xyz 1 1
Pb -0.25 1.27 -0.73
Cl 0.52 -1.52 1.66
C 1.45 -0.06 1.82
C 1.21 1.00 0.97
C 1.95 2.15 1.15
Cl 1.62 3.50 0.08
C 2.92 2.28 2.13
Cl 3.81 3.74 2.31
C 3.15 1.20 2.98
Cl 4.34 1.31 4.20
C 2.41 0.02 2.83
Cl 2.68 -1.30 3.88
F -3.38 2.46 3.61
C -4.31 2.02 2.76
F -4.70 3.06 2.01
F -5.37 1.62 3.47
C -3.78 0.89 1.91
C -4.38 -0.35 1.94
C -3.89 -1.38 1.15
C -2.79 -1.13 0.37
N -2.18 0.06 0.35
C -2.66 1.08 1.08
S -1.83 2.61 0.93
H -5.24 -0.50 2.57
H -4.35 -2.36 1.14
H -2.37 -1.90 -0.26
Cl -0.08 -1.52 -1.71
C 1.17 -1.61 -2.92
C 1.23 -2.78 -3.64
C 2.21 -2.91 -4.62
C 3.09 -1.88 -4.90
C 3.00 -0.69 -4.19
Cl 4.12 0.56 -4.56
C 2.03 -0.52 -3.16
S 1.99 0.97 -2.33
H 0.54 -3.58 -3.43
H 2.27 -3.83 -5.19
H 3.85 -1.98 -5.66
*
```

Summary:
Frontier orbital gap (spin up / spin down): 5.3 / 5.4 eV
E_LUMO (spin up / spin down): -6.543 / -6.434 eV
E: -5254.19766 hartree
Energy above the lowest of the compared OMol25 structures with the same formula, charge and spin: 0.456 eV
E_HOMO (spin up / spin down): -11.860 / -11.834 eV

=====

Here is a cluster of 17 separate species, C18H70O26 in total in a non-equilibrium geometry from the Open Molecules 2025 dataset. Energies are from ωB97M-V with the def2-TZVPD basis set.

ORCA input file:
```
! RIJCOSX wB97M-V def2-TZVPD def2/J DEFGRID3
* xyz 0 1
O 2.03 -3.54 -1.68
H 1.53 -2.74 -2.00
H 2.48 -3.28 -0.90
O 1.73 -2.72 2.62
H 2.28 -2.51 1.87
H 1.45 -3.61 2.55
O 3.01 0.78 -3.92
H 2.64 -0.04 -3.50
H 2.91 0.50 -4.81
O 0.14 -0.73 -5.00
H -0.28 -1.53 -5.24
H -0.53 -0.23 -4.50
O 3.36 -2.69 0.36
H 3.87 -3.24 0.95
H 3.81 -1.86 0.43
O 3.50 -0.11 1.28
H 3.49 -0.44 2.18
H 2.82 0.55 1.11
O 3.84 1.65 -0.98
H 4.06 1.50 -1.84
H 2.92 1.79 -0.94
O 2.53 -0.50 -6.25
H 2.54 0.10 -6.97
H 1.59 -0.66 -5.99
C -3.66 -0.86 0.84
C -5.01 -1.64 0.42
O -5.99 -0.79 -0.12
O -2.55 -1.78 0.92
H -3.84 -0.44 1.86
H -3.47 -0.15 0.09
H -5.43 -1.93 1.41
H -4.79 -2.53 -0.21
H -6.33 -0.95 -1.00
H -1.88 -1.28 1.39
C -0.64 -0.98 3.86
C -1.44 0.33 3.95
O -1.61 0.79 5.27
O -0.57 -1.43 2.47
H -1.23 -1.70 4.47
H 0.29 -0.91 4.39
H -2.36 0.22 3.43
H -0.86 1.11 3.43
H -2.45 1.13 5.50
H 0.35 -1.76 2.37
C 2.09 4.67 2.18
C 2.91 3.38 1.89
O 2.28 2.26 2.46
O 2.78 5.84 1.88
H 1.84 4.59 3.21
H 1.14 4.65 1.63
H 3.95 3.42 2.27
H 2.95 3.13 0.84
H 2.05 2.49 3.37
H 3.64 5.79 2.32
C -0.99 3.14 0.84
C -1.89 1.91 0.67
O -2.99 2.21 1.46
O -1.71 4.33 0.43
H 0.03 3.03 0.50
H -0.90 3.28 1.91
H -1.44 1.05 1.10
H -2.15 1.91 -0.36
H -3.17 3.06 0.98
H -2.29 4.47 1.15
C 0.57 -0.62 -0.17
C 1.20 -0.34 -1.56
O 0.60 -1.25 -2.35
O 0.86 0.41 0.75
H 1.05 -1.53 0.29
H -0.50 -0.76 -0.29
H 2.29 -0.41 -1.47
H 0.97 0.68 -1.78
H 0.65 -1.05 -3.28
H 0.91 0.09 1.66
C -1.32 -4.29 -0.97
C -1.17 -5.40 -2.01
O 0.14 -5.69 -2.12
O -2.56 -3.88 -0.89
H -0.72 -3.43 -1.20
H -0.92 -4.58 0.00
H -1.58 -4.94 -2.83
H -1.76 -6.24 -1.64
H 0.62 -4.91 -2.35
H -2.61 -3.15 -0.28
C 2.96 -0.66 4.76
C 4.40 -0.98 4.38
O 4.33 -1.78 3.22
O 2.82 0.29 5.80
H 2.31 -1.55 4.92
H 2.41 -0.21 3.92
H 4.79 -1.55 5.16
H 5.05 -0.12 4.26
H 4.27 -2.65 3.50
H 3.06 -0.04 6.67
C -2.75 -0.75 -2.62
C -3.79 0.17 -2.95
O -4.08 1.09 -1.93
O -2.54 -1.50 -3.80
H -3.02 -1.31 -1.75
H -1.91 -0.33 -2.24
H -4.74 -0.25 -3.34
H -3.48 0.85 -3.77
H -4.32 1.95 -2.31
H -3.27 -2.13 -4.05
C -0.55 2.86 -3.03
C -1.78 3.76 -2.88
O -1.51 4.84 -2.01
O -0.85 1.80 -3.95
H -0.22 2.48 -2.08
H 0.25 3.32 -3.59
H -2.58 3.24 -2.45
H -1.92 4.18 -3.82
H -1.61 4.45 -1.12
H -0.81 2.36 -4.77
*
```

Summary:
Frontier orbital gap: 9.0 eV
E_LUMO: 0.066 eV
E: -2683.75843 hartree
Energy above the lowest of the compared OMol25 structures with the same formula, charge and spin: 5.477 eV
E_HOMO: -8.920 eV